The following is a DFT calculation (ωB97M-V with the def2-TZVPD basis set) of a single C4H7NO2 molecule.

```
14
Properties=species:S:1:pos:R:3
C 2.43 -0.26 -0.47
N 1.27 0.60 -0.41
C 0.07 0.23 -0.40
C -1.01 1.19 0.00
O -2.21 0.54 -0.37
C -1.93 -0.82 -0.36
O -0.52 -0.98 -0.61
H 2.67 -0.56 -1.50
H 3.27 0.32 -0.09
H 2.31 -1.15 0.15
H -0.91 2.15 -0.50
H -0.93 1.33 1.09
H -2.51 -1.31 -1.15
H -2.16 -1.28 0.61
```

Computed properties:
Energy above the lowest of the compared OMol25 structures with the same formula, charge and spin   1.8599 eV
Spin multiplicity   1
Orbital gap   10.47 eV
LUMO   0.0331 Eh
Strongest force on any atom   0.01023 hartree/bohr
SMILES string   C/N=C1/COCO1
Energy   -361.81251 Eh

The following is a DFT calculation (ωB97M-V with the def2-TZVPD basis set) of a single C4H7NO2 molecule.

```
14
Properties=species:S:1:pos:R:3
C -1.53 -0.93 0.05
C -0.35 -0.27 -0.63
C -0.01 1.13 -0.06
N 1.24 0.86 0.62
C 1.76 -0.36 0.28
O 2.85 -0.80 0.55
O 0.83 -1.05 -0.43
H -1.41 -0.91 1.14
H -1.61 -1.97 -0.27
H -2.46 -0.41 -0.21
H -0.52 -0.22 -1.71
H -0.78 1.48 0.64
H 0.11 1.88 -0.85
H 1.88 1.58 0.88
```

Computed properties:
Energy above the lowest of the compared OMol25 structures with the same formula, charge and spin   0.0365 eV
Spin multiplicity   1
Orbital gap   10.79 eV
LUMO   0.0277 Eh
Strongest force on any atom   0.00869 hartree/bohr
SMILES string   C[C@H]1CNC(=O)O1
Energy   -361.87952 Eh

The following is a DFT calculation (ωB97M-V with the def2-TZVPD basis set) of a single C4H7NO2 molecule.

```
14
Properties=species:S:1:pos:R:3
C -1.37 -0.94 0.12
C -0.39 -0.17 -0.74
C 0.00 1.20 -0.14
N 1.07 0.76 0.73
C 1.62 -0.42 0.27
O 2.58 -1.00 0.71
O 0.86 -0.87 -0.77
H -1.08 -0.90 1.18
H -1.36 -2.00 -0.18
H -2.37 -0.54 0.00
H -0.75 -0.09 -1.77
H -0.85 1.63 0.41
H 0.33 1.92 -0.90
H 1.73 1.42 1.10
```

Computed properties:
Energy above the lowest of the compared OMol25 structures with the same formula, charge and spin   0.0853 eV
Spin multiplicity   1
Orbital gap   10.93 eV
LUMO   0.0282 Eh
Strongest force on any atom   0.01231 hartree/bohr
SMILES string   C[C@H]1CNC(=O)O1
Energy   -361.87772 Eh

The following is a DFT calculation (ωB97M-V with the def2-TZVPD basis set) of C4H7NO2 as an isolated structure in a non-equilibrium geometry.

```
14
Properties=species:S:1:pos:R:3
C -0.51 1.71 1.53
N 0.40 0.56 1.67
C 0.49 -0.20 0.64
C -0.45 -0.08 -0.73
O 0.36 -0.61 -1.75
C 0.89 -1.74 -1.37
O 1.26 -1.26 0.42
H -0.22 2.33 0.67
H -1.56 1.40 1.39
H -0.48 2.36 2.41
H -0.81 0.88 -1.14
H -1.31 -0.75 -0.56
H 1.71 -2.02 -2.06
H 0.22 -2.57 -1.10
```

Computed properties:
Energy above the lowest of the compared OMol25 structures with the same formula, charge and spin   3.5343 eV
Spin multiplicity   1
Orbital gap   9.57 eV
LUMO   0.0151 Eh
Strongest force on any atom   0.03919 hartree/bohr
Energy   -361.75097 Eh

The following is a DFT calculation (ωB97M-V with the def2-TZVPD basis set) of a single C4H7NO2 molecule in a non-equilibrium geometry.

```
14
Properties=species:S:1:pos:R:3
H -3.14 -0.50 -0.80
N -2.41 -1.22 -0.56
C -1.34 -0.83 -0.03
C -0.01 -1.43 0.37
C -0.34 0.14 0.29
O -0.56 0.82 1.57
O 0.17 0.95 -0.63
C 1.59 0.98 -0.63
H -0.05 -1.97 1.23
H 0.64 -1.63 -0.38
H -0.22 1.76 1.43
H 1.77 1.40 0.42
H 1.86 1.65 -1.41
H 2.04 -0.13 -0.85
```

Computed properties:
Energy above the lowest of the compared OMol25 structures with the same formula, charge and spin   4.5423 eV
Spin multiplicity   1
Orbital gap   9.78 eV
LUMO   0.0240 Eh
Strongest force on any atom   0.09779 hartree/bohr
SMILES string   [H]/N=C1/C[C@@]1(O)OC
Energy   -361.71393 Eh

The following is a DFT calculation (ωB97M-V with the def2-TZVPD basis set) of a single C4H7NO2 molecule.

```
14
Properties=species:S:1:pos:R:3
C 0.92 1.38 -0.31
C 0.40 -0.05 -0.14
C 1.03 -0.74 1.06
O 1.95 -0.28 1.69
C -1.11 -0.09 0.07
N -1.78 -1.04 -0.63
O -1.66 0.65 0.87
H 0.55 1.99 0.52
H 2.01 1.38 -0.29
H 0.57 1.81 -1.25
H 0.66 -0.67 -1.02
H 0.59 -1.72 1.32
H -1.36 -1.54 -1.39
H -2.78 -1.08 -0.53
```

Computed properties:
Energy above the lowest of the compared OMol25 structures with the same formula, charge and spin   0.4762 eV
Spin multiplicity   1
Orbital gap   10.69 eV
LUMO   0.0237 Eh
Strongest force on any atom   0.01104 hartree/bohr
SMILES string   C[C@@H](C=O)C(N)=O
Energy   -361.86336 Eh

The following is a DFT calculation (ωB97M-V with the def2-TZVPD basis set) of a 2-piece molecular cluster, C4H7NO2 overall in a non-equilibrium geometry.

```
14
Properties=species:S:1:pos:R:3
O 1.12 -0.13 -1.83
C 0.78 0.04 0.79
C 0.16 1.21 0.14
N -0.55 0.61 -0.95
C -1.04 -0.68 -0.55
C 0.02 -1.14 0.47
O 0.13 -2.29 0.88
H 1.76 -0.49 -1.20
H 1.53 0.09 1.56
H -0.59 1.68 0.81
H 0.84 1.99 -0.21
H -1.07 1.18 -1.61
H -1.14 -1.36 -1.40
H -2.01 -0.59 -0.03
```

Computed properties:
Energy above the lowest of the compared OMol25 structures with the same formula, charge and spin   5.4123 eV
Spin multiplicity   1
Orbital gap (spin up / spin down)   9.23 / 7.27 eV
LUMO (spin up / spin down)   -0.0021 / -0.0528 Eh
Strongest force on any atom   0.03179 hartree/bohr
Energy   -361.68196 Eh

The following is a DFT calculation (ωB97M-V with the def2-TZVPD basis set) of a single C4H7NO2 molecule in a non-equilibrium geometry.

```
14
Properties=species:S:1:pos:R:3
C 0.84 -1.48 0.29
C 0.29 -0.16 0.10
C -1.22 -0.11 -0.23
N -1.84 1.06 -0.03
O -1.80 -1.13 -0.53
C 1.21 0.97 -0.36
O 0.74 0.89 0.95
H 0.56 -2.23 -0.57
H 0.34 -1.95 1.11
H 1.92 -1.31 0.50
H -1.32 1.76 0.38
H -2.87 1.32 -0.16
H 2.18 0.59 -0.55
H 0.98 1.79 -0.91
```

Computed properties:
Energy above the lowest of the compared OMol25 structures with the same formula, charge and spin   1.9522 eV
Spin multiplicity   1
Orbital gap   10.68 eV
LUMO   0.0324 Eh
Strongest force on any atom   0.07649 hartree/bohr
SMILES string   C[C@]1(C(N)=O)CO1
Energy   -361.80911 Eh

The following is a DFT calculation (ωB97M-V with the def2-TZVPD basis set) of C4H7NO2 as an isolated structure in a non-equilibrium geometry.

```
14
Properties=species:S:1:pos:R:3
O 1.89 -0.17 0.12
C 0.93 0.71 -0.30
C -0.37 -0.35 -1.34
O -0.57 -1.42 -0.48
C -0.81 -1.10 0.82
N -0.66 0.00 1.44
C -0.03 1.14 0.76
H 1.59 -0.58 0.95
H 0.77 0.78 -1.37
H -1.28 0.25 -1.51
H 0.00 -0.76 -2.30
H -1.17 -1.99 1.32
H -0.80 1.81 0.36
H 0.50 1.70 1.55
```

Computed properties:
Energy above the lowest of the compared OMol25 structures with the same formula, charge and spin   4.5767 eV
Spin multiplicity   1
Orbital gap   9.08 eV
LUMO   0.0317 Eh
Strongest force on any atom   0.05350 hartree/bohr
Energy   -361.71266 Eh

The following is a DFT calculation (ωB97M-V with the def2-TZVPD basis set) of a single C4H7NO2 molecule.

```
14
Properties=species:S:1:pos:R:3
O -2.38 -0.27 0.75
N -1.32 0.56 1.16
C -0.36 0.51 0.33
C 1.03 1.05 0.45
C 1.47 -0.11 -0.49
C -0.02 -0.38 -0.85
O -0.42 -1.72 -0.79
H -2.96 -0.24 1.52
H 1.44 1.06 1.46
H 1.16 2.04 0.00
H 1.87 -0.96 0.07
H 2.13 0.14 -1.32
H -0.28 0.09 -1.81
H -1.33 -1.71 -0.45
```

Computed properties:
Energy above the lowest of the compared OMol25 structures with the same formula, charge and spin   3.2347 eV
Spin multiplicity   1
Orbital gap   10.70 eV
LUMO   0.0319 Eh
Strongest force on any atom   0.01297 hartree/bohr
SMILES string   O/N=C1/CC[C@H]1O
Energy   -361.76198 Eh

The following is a DFT calculation (ωB97M-V with the def2-TZVPD basis set) of a single C4H7NO2 molecule.

```
14
Properties=species:S:1:pos:R:3
N 0.84 -1.87 1.61
C 0.85 -0.83 0.72
O 1.82 -0.58 0.03
C -0.37 0.04 0.79
C -0.55 1.10 0.01
C -0.03 1.29 -1.38
O -1.22 0.96 -2.11
H 1.60 -2.52 1.53
H -0.03 -2.21 1.99
H -1.08 -0.16 1.59
H -1.41 1.74 0.19
H 0.78 0.61 -1.65
H 0.26 2.32 -1.62
H -1.45 0.12 -1.70
```

Computed properties:
Energy above the lowest of the compared OMol25 structures with the same formula, charge and spin   1.3610 eV
Spin multiplicity   1
Orbital gap   10.46 eV
LUMO   0.0222 Eh
Strongest force on any atom   0.01382 hartree/bohr
SMILES string   NC(=O)/C=C\CO
Energy   -361.83084 Eh

The following is a DFT calculation (ωB97M-V with the def2-TZVPD basis set) of a 2-piece molecular cluster, C4H7NO2 overall.

```
14
Properties=species:S:1:pos:R:3
O -0.77 -1.39 1.37
C -0.39 -1.57 0.13
C -0.81 0.90 -0.38
N 0.31 1.76 -0.66
C 0.55 0.32 -0.74
C 1.57 -0.24 0.23
O 1.81 0.31 1.28
H -1.71 -1.16 1.48
H -1.25 -1.48 -0.57
H -1.20 0.86 0.64
H -1.58 0.87 -1.15
H 0.71 2.03 0.25
H 0.63 -0.10 -1.74
H 2.12 -1.12 -0.13
```

Computed properties:
Energy above the lowest of the compared OMol25 structures with the same formula, charge and spin   5.9084 eV
Spin multiplicity   1
Orbital gap   9.26 eV
LUMO   0.0123 Eh
Strongest force on any atom   0.01117 hartree/bohr
Energy   -361.66373 Eh